Here is a cluster of 3 separate species, C4H7NO in total in a non-equilibrium geometry from the Open Molecules 2025 dataset. Energies are from ωB97M-V with the def2-TZVPD basis set.

Geometry as XYZ:
```
13
Properties=species:S:1:pos:R:3
C 0.369 1.522 0.036
C 1.407 0.804 0.462
C 1.872 -0.348 -0.262
N 2.218 -1.290 -0.839
H -0.009 2.361 0.611
H -0.144 1.289 -0.891
H 1.927 1.038 1.385
H -1.096 -0.988 1.663
H -0.449 -1.004 2.033
C -1.513 -0.860 -1.000
O -2.354 -0.588 -0.179
H -1.569 -0.470 -2.035
H -0.635 -1.493 -0.768
```

SMILES	C=CC#N.[H][H].C=O
gap between HOMO and LUMO	10.60	eV
maximum force	0.021	Eh/bohr
spin multiplicity	1


Here is a structure of composition C5H10OP2 in a non-equilibrium geometry from the Open Molecules 2025 dataset. Energies are from ωB97M-V with the def2-TZVPD basis set.

Geometry as XYZ:
```
18
Properties=species:S:1:pos:R:3
C -0.579 -0.916 -0.426
C -1.771 -1.484 -0.335
C 0.758 -1.483 -0.837
C 1.673 -0.326 -1.125
C 1.512 0.612 0.172
O -1.201 2.775 2.078
P -1.148 2.268 0.345
P -0.164 0.454 0.829
H -2.638 -0.956 0.182
H -2.077 -2.538 -0.700
H 1.119 -1.997 0.121
H 0.658 -2.257 -1.584
H 2.663 -0.560 -1.133
H 1.358 0.027 -2.100
H 2.275 0.207 0.884
H 1.661 1.630 -0.128
H -1.624 2.873 3.296
H -2.476 1.673 0.460
```

gap between HOMO and LUMO	7.70	eV
maximum force	0.128	Eh/bohr
spin multiplicity	1


Here is a structure of composition C51H39BrN4O4W from the Open Molecules 2025 dataset. Energies are from ωB97M-V with the def2-TZVPD basis set.

Geometry as XYZ:
```
100
Properties=species:S:1:pos:R:3
W 0.526 -0.328 0.176
O -0.531 -1.648 0.955
C -1.814 -1.987 1.502
C -2.711 -0.767 1.223
C -2.188 0.606 1.587
C -3.096 1.464 2.193
C -2.714 2.743 2.548
C -1.398 3.108 2.351
C -0.505 2.215 1.771
C 0.963 2.560 1.865
C 1.878 2.474 0.639
O 1.609 1.172 0.070
C 1.653 3.518 -0.442
C 0.674 4.497 -0.360
C 0.552 5.461 -1.354
C 1.408 5.450 -2.442
C 2.395 4.475 -2.529
C 2.519 3.524 -1.534
C 3.321 2.538 1.127
C 3.882 3.784 1.394
C 5.163 3.885 1.911
C 5.906 2.742 2.168
C 5.353 1.498 1.914
C 4.066 1.402 1.403
N -0.917 1.003 1.323
C -2.274 -3.204 0.708
C -3.593 -3.372 0.304
C -3.976 -4.502 -0.408
C -3.043 -5.479 -0.718
C -1.727 -5.327 -0.301
C -1.348 -4.200 0.409
C -1.684 -2.256 2.993
C -2.293 -3.362 3.573
C -2.216 -3.570 4.944
C -1.524 -2.681 5.748
C -0.909 -1.575 5.177
C -0.995 -1.362 3.811
H -3.639 -0.896 1.780
H -2.991 -0.775 0.171
H -4.097 1.110 2.389
H -3.416 3.424 3.010
H -1.033 4.069 2.682
H 1.383 1.877 2.614
H 1.054 3.555 2.297
H -0.001 4.543 0.484
H -0.205 6.230 -1.267
H 1.322 6.205 -3.212
H 3.080 4.466 -3.366
H 3.310 2.787 -1.593
H 3.324 4.689 1.186
H 5.585 4.861 2.107
H 6.910 2.822 2.562
H 5.922 0.600 2.114
H 3.659 0.422 1.208
H -4.349 -2.636 0.548
H -5.008 -4.623 -0.705
H -3.343 -6.364 -1.263
H -0.998 -6.097 -0.517
H -0.323 -4.101 0.749
H -2.828 -4.077 2.963
H -2.694 -4.437 5.380
H -1.457 -2.848 6.815
H -0.364 -0.876 5.797
H -0.512 -0.489 3.389
C -2.683 -1.593 -2.889
C -1.935 -0.814 -1.997
N -0.714 -1.141 -1.604
C -0.147 -2.255 -2.143
C -0.806 -3.080 -3.055
C -2.124 -2.732 -3.406
C -0.131 -4.214 -3.620
C 1.160 -4.466 -3.324
C 1.874 -3.612 -2.418
C 3.242 -3.776 -2.127
C 3.871 -2.910 -1.269
C 3.121 -1.910 -0.644
N 1.826 -1.738 -0.892
C 1.214 -2.548 -1.800
H -3.683 -1.279 -3.149
H -2.340 0.105 -1.605
H -2.670 -3.360 -4.098
H -0.675 -4.847 -4.308
H 1.680 -5.304 -3.766
H 3.786 -4.587 -2.596
H 4.923 -2.996 -1.039
H 3.580 -1.244 0.072
O -2.001 4.278 -4.727
C -1.581 3.457 -3.754
C -2.212 3.339 -2.515
C -1.656 2.481 -1.592
N -0.566 1.734 -1.817
C -0.005 1.863 -3.004
Br 1.534 0.808 -3.363
C -0.444 2.698 -4.013
H -2.791 4.760 -4.457
H -3.094 3.914 -2.269
H -2.103 2.388 -0.607
H 0.063 2.773 -4.962
O 2.176 -1.327 2.777
C 1.606 -0.804 1.959
```

gap between HOMO and LUMO	7.38	eV
charge	+2
maximum force	0.019	Eh/bohr
spin multiplicity	1


Here is a structure of composition C7H23ClN7O4V in a non-equilibrium geometry from the Open Molecules 2025 dataset. Energies are from ωB97M-V with the def2-TZVPD basis set.

Geometry as XYZ:
```
43
Properties=species:S:1:pos:R:3
V 4.778 0.540 1.280
Cl 2.262 0.755 0.444
C 0.197 -1.465 -4.277
C 0.434 -0.079 -3.681
C -0.589 0.120 -2.517
O -1.901 0.387 -2.967
C -2.911 0.508 -1.980
N 1.791 -0.005 -3.149
H 0.383 -2.318 -3.625
H 0.750 -1.626 -5.202
H -0.865 -1.448 -4.522
H 0.446 0.732 -4.409
H -0.336 1.038 -1.986
H -0.529 -0.727 -1.833
H -3.089 -0.350 -1.332
H -3.884 0.621 -2.460
H -2.719 1.365 -1.335
H 1.628 -0.129 -2.160
H 2.061 0.969 -3.148
C 0.438 -3.205 0.071
O -0.219 -4.236 0.104
N 1.522 -3.084 -0.568
N 0.189 -2.002 0.573
H 1.878 -3.948 -0.952
H 2.023 -2.210 -0.637
H 0.837 -1.238 0.447
H -0.678 -1.885 1.077
C 0.978 0.606 4.770
O 1.692 1.575 4.902
N 0.883 -0.126 3.678
N 0.120 0.293 5.708
H 0.028 -0.665 3.686
H 1.424 0.180 2.882
H -0.013 0.982 6.435
H -0.316 -0.613 5.611
C -1.559 2.646 1.643
O -2.559 2.749 2.284
N -0.650 3.550 1.648
N -1.231 1.640 0.904
H 0.208 3.286 1.184
H -0.680 4.412 2.173
H -0.368 1.559 0.384
H -1.855 0.847 0.851
```

gap between HOMO and LUMO (spin up / spin down)	2.88 / 3.51	eV
charge	+1
maximum force	0.145	Eh/bohr
spin multiplicity	4


Here is a cluster of 5 separate species, C6H8Cl14 in total in a non-equilibrium geometry from the Open Molecules 2025 dataset. Energies are from ωB97M-V with the def2-TZVPD basis set.

Geometry as XYZ:
```
28
Properties=species:S:1:pos:R:3
Cl -0.726 2.289 1.118
C -2.363 1.817 1.538
Cl -3.102 3.062 2.533
Cl -2.358 0.259 2.392
H -2.951 1.714 0.634
Cl 0.766 -1.059 2.305
C 2.487 -0.740 2.380
Cl 3.360 -1.720 1.163
Cl 3.132 -0.990 3.979
H 2.603 0.313 2.151
Cl 3.036 -5.831 1.395
C 1.299 -5.991 1.029
Cl 1.050 -6.893 -0.454
Cl 0.548 -4.415 0.934
H 0.894 -6.532 1.874
Cl -2.323 -0.684 -1.016
C -0.686 -1.308 -1.146
Cl 0.476 0.026 -1.291
Cl -0.474 -2.369 -2.562
H -0.461 -1.946 -0.304
Cl 1.180 5.136 -2.361
C 0.194 3.678 -2.374
C -1.282 4.070 -2.253
Cl -2.305 2.649 -2.385
H 0.566 3.025 -1.591
H 0.356 3.163 -3.321
H -1.519 4.729 -3.081
H -1.393 4.550 -1.284
```

SMILES	ClC(Cl)Cl.ClC(Cl)Cl.ClC(Cl)Cl.ClC(Cl)Cl.ClCCCl
gap between HOMO and LUMO	11.23	eV
maximum force	0.026	Eh/bohr
spin multiplicity	1


Here is a cluster of 3 separate species, C6H16IN2O2 in total in a non-equilibrium geometry from the Open Molecules 2025 dataset. Energies are from ωB97M-V with the def2-TZVPD basis set.

Geometry as XYZ:
```
27
Properties=species:S:1:pos:R:3
C 2.591 -0.785 -0.226
C 1.779 -1.913 0.299
O 2.255 -2.803 0.994
N 0.369 -2.145 -0.025
H -0.277 -2.208 0.643
H -0.028 -1.463 -0.623
C 0.206 -3.593 -0.522
H 3.417 -1.178 -0.621
H 2.769 0.033 0.494
H 2.226 -0.435 -1.199
H 0.235 -4.287 0.353
H 0.881 -4.026 -1.192
H -0.764 -3.663 -0.937
C -1.202 3.341 -1.707
C -0.674 3.014 -0.332
O 0.141 3.716 0.224
N -1.364 1.935 0.339
H -2.354 1.925 0.276
H -1.058 1.099 -0.165
C -0.995 1.468 1.601
H -2.133 3.009 -1.910
H -0.581 3.038 -2.422
H -1.228 4.434 -1.911
H -1.097 2.193 2.433
H 0.245 1.187 1.448
H -1.534 0.435 1.830
I -1.825 -2.332 2.857
```

gap between HOMO and LUMO	5.64	eV
charge	+1
maximum force	0.134	Eh/bohr
spin multiplicity	1


Here is an isolated molecule of C4H6N2 from the Open Molecules 2025 dataset. Energies are from ωB97M-V with the def2-TZVPD basis set.

Geometry as XYZ:
```
12
Properties=species:S:1:pos:R:3
N 2.036 -0.088 -0.025
C 0.775 0.269 0.181
C -0.195 1.238 0.216
C -1.432 0.572 -0.152
C -1.263 -0.758 -0.325
N 0.118 -1.046 0.042
H 1.287 -1.231 -0.404
H 2.787 0.586 0.022
H -0.036 2.305 0.253
H -2.375 1.085 -0.309
H -1.960 -1.556 -0.525
H 0.138 -1.496 0.960
```

gap between HOMO and LUMO	8.13	eV
maximum force	0.005	Eh/bohr
spin multiplicity	1